Record 1
{
  "formula": "C62H156N10O22",
  "method": "the ωB97M-V functional and the def2-TZVPD basis",
  "lumo_ev": 0.4734,
  "charge": 0,
  "homo_lumo_gap_ev": 8.6529,
  "total_energy_ev": -126753.7151,
  "smiles": "COCCNCCOC.COCCNCCOC.COCCNCCOC.COCCNCCOC.COCCNCCOC.COCCNCCOC.COCCNCCOC.COCCNCCOC.COCCNCCOC.COCCNCCOC.OCCO",
  "elements": ["C", "O", "C", "C", "N", "C", "C", "O", "C", "H", "H", "H", "H", "H", "H", "H", "H", "H", "H", "H", "H", "H", "H", "H", "C", "O", "C", "C", "N", "C", "C", "O", "C", "H", "H", "H", "H", "H", "H", "H", "H", "H", "H", "H", "H", "H", "H", "H", "C", "O", "C", "C", "N", "C", "C", "O", "C", "H", "H", "H", "H", "H", "H", "H", "H", "H", "H", "H", "H", "H", "H", "H", "C", "O", "C", "C", "N", "C", "C", "O", "C", "H", "H", "H", "H", "H", "H", "H", "H", "H", "H", "H", "H", "H", "H", "H", "C", "O", "C", "C", "N", "C", "C", "O", "C", "H", "H", "H", "H", "H", "H", "H", "H", "H", "H", "H", "H", "H", "H", "H", "C", "O", "C", "C", "N", "C", "C", "O", "C", "H", "H", "H", "H", "H", "H", "H", "H", "H", "H", "H", "H", "H", "H", "H", "C", "O", "C", "C", "N", "C", "C", "O", "C", "H", "H", "H", "H", "H", "H", "H", "H", "H", "H", "H", "H", "H", "H", "H", "C", "O", "C", "C", "N", "C", "C", "O", "C", "H", "H", "H", "H", "H", "H", "H", "H", "H", "H", "H", "H", "H", "H", "H", "C", "O", "C", "C", "N", "C", "C", "O", "C", "H", "H", "H", "H", "H", "H", "H", "H", "H", "H", "H", "H", "H", "H", "H", "C", "O", "C", "C", "N", "C", "C", "O", "C", "H", "H", "H", "H", "H", "H", "H", "H", "H", "H", "H", "H", "H", "H", "H", "C", "C", "O", "O", "H", "H", "H", "H", "H", "H"],
  "coordinates": [[-6.212, 3.066, -2.575], [-5.200, 3.305, -1.632], [-5.432, 2.864, -0.277], [-4.276, 3.271, 0.590], [-4.127, 4.720, 0.624], [-3.182, 5.216, 1.586], [-2.666, 6.616, 1.304], [-1.775, 6.514, 0.246], [-1.554, 7.779, -0.381], [-6.477, 1.955, -2.692], [-5.917, 3.456, -3.517], [-7.115, 3.569, -2.253], [-5.572, 1.760, -0.324], [-6.375, 3.238, 0.198], [-3.346, 2.736, 0.361], [-4.541, 2.914, 1.603], [-3.966, 5.106, -0.325], [-2.254, 4.636, 1.645], [-3.634, 5.212, 2.595], [-2.158, 6.968, 2.215], [-3.536, 7.248, 1.048], [-2.333, 7.946, -1.088], [-0.653, 7.768, -0.962], [-1.483, 8.612, 0.352], [-4.287, -0.484, -3.154], [-3.750, -1.616, -2.553], [-4.524, -1.859, -1.394], [-4.037, -3.018, -0.581], [-4.343, -4.324, -1.193], [-3.429, -4.578, -2.338], [-3.428, -6.036, -2.672], [-2.837, -6.702, -1.611], [-3.220, -8.079, -1.456], [-5.319, -0.606, -3.437], [-3.581, -0.353, -3.931], [-4.240, 0.396, -2.518], [-5.511, -2.148, -1.774], [-4.531, -0.945, -0.803], [-4.516, -2.935, 0.408], [-2.922, -2.868, -0.354], [-4.117, -4.963, -0.413], [-2.406, -4.216, -2.146], [-3.714, -4.039, -3.238], [-2.818, -6.232, -3.565], [-4.464, -6.398, -2.758], [-4.308, -8.115, -1.324], [-2.594, -8.479, -0.660], [-2.921, -8.699, -2.402], [5.671, 8.837, 5.808], [5.778, 7.836, 4.771], [6.618, 6.766, 5.023], [6.319, 5.651, 4.044], [4.927, 5.396, 3.874], [4.618, 4.111, 3.336], [3.121, 3.949, 3.176], [2.661, 4.979, 2.346], [1.288, 5.320, 2.546], [5.977, 8.468, 6.783], [4.657, 9.178, 5.991], [6.333, 9.616, 5.540], [6.464, 6.376, 6.066], [7.658, 7.038, 4.890], [6.733, 4.750, 4.498], [6.752, 5.768, 3.017], [4.567, 6.095, 3.229], [4.990, 3.346, 4.026], [5.089, 3.991, 2.336], [2.594, 4.139, 4.120], [2.778, 3.002, 2.763], [0.587, 4.487, 2.445], [1.087, 5.967, 1.708], [1.158, 5.755, 3.535], [4.252, -6.965, 2.901], [4.139, -6.941, 1.533], [2.801, -6.802, 1.035], [3.015, -6.283, -0.368], [1.764, -6.143, -1.154], [1.932, -5.381, -2.398], [0.869, -5.879, -3.429], [0.676, -4.878, -4.447], [-0.634, -4.821, -4.936], [5.252, -6.729, 3.204], [3.958, -7.961, 3.259], [3.632, -6.209, 3.384], [2.256, -6.150, 1.683], [2.275, -7.740, 1.032], [3.703, -6.969, -0.914], [3.500, -5.346, -0.315], [1.001, -5.743, -0.619], [2.930, -5.420, -2.878], [1.801, -4.299, -2.273], [-0.160, -6.056, -2.981], [1.287, -6.816, -3.837], [-0.581, -4.326, -5.929], [-1.274, -4.196, -4.266], [-1.060, -5.834, -4.983], [1.338, -3.741, 3.698], [1.377, -5.147, 3.971], [0.844, -5.616, 5.189], [1.159, -7.098, 5.290], [0.511, -7.947, 4.269], [0.649, -9.463, 4.302], [-0.277, -10.007, 3.259], [0.136, -9.511, 1.986], [-0.804, -9.559, 0.931], [2.204, -3.545, 3.060], [1.583, -3.195, 4.621], [0.346, -3.444, 3.281], [-0.250, -5.442, 5.315], [1.356, -5.110, 6.023], [0.989, -7.486, 6.278], [2.278, -7.158, 5.255], [1.023, -7.776, 3.379], [0.270, -9.826, 5.270], [1.728, -9.717, 4.160], [-1.342, -9.757, 3.469], [-0.233, -11.078, 3.199], [-1.760, -9.204, 1.331], [-1.045, -10.556, 0.657], [-0.476, -9.017, 0.068], [5.146, -3.172, 2.582], [5.164, -1.996, 1.854], [3.898, -1.739, 1.354], [3.800, -0.539, 0.422], [4.328, -0.805, -0.896], [4.108, 0.304, -1.826], [4.285, -0.089, -3.266], [3.691, 0.920, -3.996], [4.042, 0.899, -5.377], [4.554, -3.037, 3.509], [6.168, -3.355, 2.903], [4.741, -4.071, 2.016], [3.295, -1.463, 2.233], [3.414, -2.635, 0.884], [4.266, 0.408, 0.777], [2.740, -0.193, 0.430], [3.883, -1.645, -1.278], [4.834, 1.032, -1.462], [3.126, 0.797, -1.641], [3.821, -1.081, -3.396], [5.335, -0.212, -3.603], [3.722, 1.915, -5.742], [3.611, 0.135, -6.016], [5.133, 0.834, -5.576], [0.887, 12.008, -4.285], [1.321, 10.745, -4.474], [0.455, 9.722, -4.033], [1.016, 8.432, -4.613], [0.421, 7.350, -3.853], [0.934, 6.055, -4.240], [2.204, 5.675, -3.508], [2.461, 4.287, -3.628], [3.630, 4.099, -2.837], [-0.061, 12.144, -4.847], [1.623, 12.657, -4.729], [0.659, 12.295, -3.258], [-0.605, 9.930, -4.400], [0.440, 9.716, -2.932], [2.102, 8.492, -4.505], [0.874, 8.404, -5.714], [-0.583, 7.399, -4.053], [1.184, 6.029, -5.346], [0.213, 5.275, -4.029], [2.055, 5.938, -2.455], [3.078, 6.219, -3.859], [3.416, 4.281, -1.752], [4.389, 4.768, -3.180], [4.031, 3.114, -3.076], [-2.381, 4.979, -2.744], [-2.390, 4.590, -4.074], [-2.624, 3.203, -4.204], [-2.154, 2.772, -5.521], [-0.700, 2.830, -5.554], [0.143, 2.170, -4.562], [0.188, 0.705, -4.690], [-1.064, 0.071, -4.449], [-0.925, -1.292, -4.440], [-1.687, 4.334, -2.152], [-3.343, 4.894, -2.208], [-2.087, 6.040, -2.615], [-3.718, 3.074, -4.074], [-2.171, 2.685, -3.370], [-2.501, 3.390, -6.322], [-2.550, 1.763, -5.647], [-0.391, 3.800, -5.674], [-0.049, 2.384, -3.502], [1.169, 2.502, -4.752], [0.925, 0.344, -3.937], [0.599, 0.484, -5.662], [-1.839, -1.751, -4.032], [-0.148, -1.585, -3.728], [-0.700, -1.717, -5.414], [0.678, -2.179, -0.862], [0.159, -0.879, -0.655], [-1.208, -0.831, -0.220], [-1.602, 0.600, 0.022], [-1.055, 1.209, 1.252], [0.375, 1.473, 1.261], [0.889, 2.294, 0.102], [0.136, 3.468, 0.071], [0.787, 4.328, -0.813], [1.553, -2.057, -1.463], [-0.029, -2.784, -1.484], [0.942, -2.634, 0.080], [-1.363, -1.421, 0.752], [-1.867, -1.280, -0.972], [-2.696, 0.690, 0.089], [-1.176, 1.165, -0.885], [-1.492, 2.127, 1.365], [0.971, 0.565, 1.290], [0.604, 2.017, 2.159], [0.807, 1.768, -0.887], [1.903, 2.507, 0.457], [0.211, 5.190, -1.027], [0.981, 3.873, -1.775], [1.813, 4.620, -0.442], [-5.800, -2.683, 3.984], [-6.081, -1.666, 2.986], [-5.107, -0.578, 2.963], [-3.624, -0.845, 2.654], [-2.956, -1.644, 3.628], [-2.650, -1.000, 4.867], [-1.420, -0.067, 4.799], [-0.276, -0.810, 5.077], [0.895, -0.074, 5.478], [-5.144, -3.443, 3.628], [-6.759, -3.065, 4.137], [-5.445, -2.410, 4.977], [-5.147, -0.186, 3.977], [-5.543, 0.204, 2.299], [-3.167, 0.124, 2.474], [-3.471, -1.357, 1.694], [-2.137, -2.074, 3.226], [-2.454, -1.748, 5.651], [-3.484, -0.390, 5.159], [-1.522, 0.725, 5.527], [-1.349, 0.342, 3.751], [0.946, 0.935, 5.022], [1.724, -0.665, 5.159], [0.953, 0.121, 6.548], [-2.387, -4.918, 2.105], [-1.188, -5.635, 1.543], [-0.961, -5.479, 0.115], [-3.662, -5.483, 1.724], [-2.299, -3.920, 1.625], [-2.278, -4.801, 3.176], [-1.229, -6.712, 1.800], [-0.276, -5.164, 1.984], [-1.770, -5.800, -0.283], [-3.869, -6.281, 2.269]],
  "lowdin_charge": [-0.115, -0.221, -0.204, -0.215, -0.041, -0.225, -0.253, -0.204, -0.093, 0.107, 0.065, 0.081, 0.115, 0.135, 0.093, 0.126, 0.105, 0.108, 0.126, 0.128, 0.132, 0.072, 0.064, 0.102, -0.107, -0.212, -0.230, -0.223, -0.006, -0.205, -0.240, -0.250, -0.052, 0.092, 0.067, 0.082, 0.135, 0.109, 0.117, 0.107, 0.081, 0.110, 0.116, 0.111, 0.132, 0.093, 0.051, 0.124, -0.070, -0.185, -0.257, -0.231, -0.079, -0.222, -0.233, -0.209, -0.083, 0.078, 0.085, 0.069, 0.134, 0.115, 0.116, 0.134, 0.119, 0.124, 0.129, 0.121, 0.105, 0.074, 0.083, 0.092, -0.141, -0.185, -0.186, -0.186, -0.046, -0.196, -0.180, -0.210, -0.131, 0.083, 0.090, 0.066, 0.096, 0.116, 0.137, 0.088, 0.068, 0.126, 0.087, 0.121, 0.121, 0.097, 0.073, 0.080, -0.070, -0.243, -0.227, -0.217, -0.041, -0.180, -0.232, -0.207, -0.110, 0.061, 0.084, 0.089, 0.129, 0.123, 0.107, 0.115, 0.089, 0.119, 0.127, 0.131, 0.112, 0.076, 0.075, 0.084, -0.133, -0.157, -0.252, -0.216, -0.060, -0.209, -0.245, -0.215, -0.099, 0.087, 0.091, 0.101, 0.117, 0.122, 0.133, 0.093, 0.097, 0.121, 0.120, 0.126, 0.133, 0.103, 0.081, 0.090, -0.165, -0.194, -0.221, -0.214, -0.058, -0.204, -0.245, -0.195, -0.092, 0.093, 0.088, 0.088, 0.140, 0.124, 0.124, 0.130, 0.115, 0.138, 0.094, 0.111, 0.118, 0.095, 0.075, 0.075, -0.121, -0.168, -0.238, -0.189, -0.024, -0.216, -0.222, -0.173, -0.137, 0.094, 0.070, 0.079, 0.118, 0.107, 0.118, 0.115, 0.098, 0.108, 0.112, 0.126, 0.124, 0.076, 0.084, 0.090, -0.097, -0.202, -0.203, -0.189, -0.035, -0.205, -0.246, -0.171, -0.134, 0.060, 0.096, 0.081, 0.132, 0.095, 0.101, 0.137, 0.087, 0.098, 0.097, 0.128, 0.121, 0.064, 0.067, 0.098, -0.094, -0.182, -0.172, -0.222, -0.057, -0.189, -0.227, -0.207, -0.079, 0.060, 0.061, 0.085, 0.099, 0.121, 0.090, 0.095, 0.091, 0.127, 0.099, 0.114, 0.117, 0.087, 0.062, 0.083, -0.226, -0.200, -0.084, -0.078, 0.105, 0.113, 0.117, 0.106, 0.031, 0.113]
}

Record 2
{
  "formula": "C5H13NO",
  "method": "the ωB97M-V functional and the def2-TZVPD basis",
  "lumo_ev": 0.9004,
  "charge": 0,
  "homo_lumo_gap_ev": 10.4300,
  "total_energy_ev": -8932.3268,
  "smiles": "CCC[C@@H](N)CO",
  "elements": ["C", "O", "C", "C", "C", "C", "N", "H", "H", "H", "H", "H", "H", "H", "H", "H", "H", "H", "H", "H"],
  "coordinates": [[1.235, -0.508, 1.788], [1.018, 0.039, 3.088], [0.419, 0.143, 0.622], [0.010, -1.005, -0.353], [-0.795, -0.511, -1.614], [-0.335, 0.840, -2.160], [-0.849, 0.627, 1.209], [0.915, -1.564, 1.864], [2.280, -0.269, 1.586], [0.225, 0.576, 2.949], [1.013, 0.973, 0.223], [-0.683, -1.735, 0.126], [0.848, -1.650, -0.754], [-1.886, -0.393, -1.517], [-0.646, -1.373, -2.296], [-0.414, 0.895, -3.280], [-0.720, 1.658, -1.540], [0.743, 1.077, -2.104], [-0.765, 1.553, 1.617], [-1.613, 0.627, 0.547]],
  "lowdin_charge": [-0.223, -0.085, -0.361, -0.172, -0.267, -0.139, 0.029, 0.118, 0.115, 0.047, 0.127, 0.118, 0.128, 0.098, 0.102, 0.084, 0.067, 0.066, 0.082, 0.066]
}